23
Properties=species:S:1:pos:R:3:forces:R:3:lowdin_charge:R:1 method="wB97M-V/def2-TZVPD" energy_ev=-7962.4528 total_charge=+1 gap_ev=8.35 de_lowest_ev=2.9794
C 0.026568 -1.734831 -2.297289 0.661 0.063 0.372 0.00
C -0.183072 -0.534023 -1.434849 -1.216 -0.262 -0.643 -0.07
C -0.343117 -0.545068 -0.060021 -0.302 -3.142 0.007 -0.05
C 1.252526 -0.157795 -0.216208 0.666 3.695 0.183 -0.10
C 1.492216 1.366161 -0.323339 -0.069 0.258 0.640 -0.25
C 0.879284 2.181567 0.810361 0.094 0.400 -0.782 -0.08
N -2.548032 -0.494977 2.751280 0.682 0.369 -0.885 0.02
H 0.910593 -2.265800 -1.942442 -0.002 -0.165 -0.144 0.11
H 0.154752 -1.467215 -3.335575 0.121 0.092 -0.171 0.10
H -0.792346 -2.447478 -2.220534 -0.286 0.170 0.215 0.11
H -0.405635 0.391635 -1.944006 0.332 0.326 -0.072 0.15
H -0.273543 -1.563492 0.309354 -0.140 -0.249 0.142 0.13
H -1.097850 -0.069722 0.568468 0.860 1.294 -0.102 0.12
H 1.559880 -0.380273 0.796567 -0.049 -0.812 0.272 0.16
H 2.021745 -0.516460 -0.891883 -0.664 -1.317 -0.242 0.15
H 1.225975 1.793483 -1.286591 -0.151 -0.185 -0.159 0.11
H 2.566000 1.477335 -0.246486 0.383 0.076 -0.124 0.12
H 1.004409 3.236650 0.555584 -0.087 -0.037 0.190 0.09
H -0.186209 1.996904 0.912430 -0.093 0.004 0.234 0.07
H 1.407630 2.012724 1.738420 -0.096 -0.174 0.341 0.08
H -2.577447 -1.385844 2.283307 -0.252 -0.232 0.355 0.01
H -2.339543 -0.573252 3.729642 -0.133 -0.161 0.181 0.02
H -3.393978 0.018580 2.580962 -0.261 -0.011 0.190 0.01